Arrangement a

Formula: CH8O2
Source: OMol25
Level of theory: ωB97M-V with the def2-TZVPD basis set

ORCA input file:
```
! RIJCOSX wB97M-V def2-TZVPD def2/J DEFGRID3
* xyz 0 1
C -0.046 -2.402 0.823
H -0.285 -1.898 1.765
H 0.973 -2.187 0.522
H -0.741 -1.951 0.109
H -0.152 -3.463 0.990
H 1.368 1.766 -1.629
H 0.062 1.760 -2.366
O 0.487 1.390 -1.594
H -1.162 0.376 0.775
H 0.018 0.999 0.076
O -0.466 1.028 0.926
*
```

Output
- HOMO (hartree) = -0.3910
- structure (SMILES) = C.O.O
- molar mass (g mol⁻¹) = 52.07
- HOMO-LUMO gap (eV) = 11.19

Arrangement b

Formula: CH8O2
Source: OMol25
Level of theory: ωB97M-V with the def2-TZVPD basis set

ORCA input file:
```
! RIJCOSX wB97M-V def2-TZVPD def2/J DEFGRID3
* xyz 0 1
C 1.420 0.456 -1.491
H 2.024 -0.175 -0.794
H 0.995 -0.269 -2.168
H 2.068 1.256 -1.890
H 0.734 1.262 -1.138
H -2.217 0.796 0.402
H -2.853 -0.421 1.022
O -2.079 -0.103 0.610
H -0.030 -0.509 1.136
H -0.385 -1.121 2.526
O 0.323 -1.171 1.783
*
```

Output
- HOMO (hartree) = -0.3960
- structure (SMILES) = C.O.O
- molar mass (g mol⁻¹) = 52.07
- HOMO-LUMO gap (eV) = 11.32

Least stable = arrangement b

Arrangement a

Formula: C3H15N2O3
Source: OMol25
Level of theory: ωB97M-V with the def2-TZVPD basis set

ORCA input file:
```
! RIJCOSX wB97M-V def2-TZVPD def2/J DEFGRID3
* xyz 1 1
C 0.650 -0.651 2.314
C 0.488 -0.121 0.883
C -0.862 -0.113 0.560
N -1.404 0.227 -0.746
N 1.622 0.110 0.101
H -0.210 -1.187 2.740
H 0.649 0.090 3.217
H 1.440 -1.284 2.545
H -1.546 -0.364 1.425
H -1.765 -0.651 -1.224
H -0.719 0.550 -1.400
H -2.100 0.955 -0.657
H 2.540 -0.107 0.302
H 1.598 0.613 -0.752
H 3.445 1.026 -3.067
H 2.983 2.169 -2.026
O 2.739 1.313 -2.308
H -2.824 -3.145 2.475
H -3.681 -2.445 3.583
O -3.539 -2.488 2.613
H 0.834 2.341 -2.507
H 0.498 1.085 -3.480
O 0.259 1.588 -2.704
*
```

Output
- HOMO (hartree) = -0.4487
- molar mass (g mol⁻¹) = 127.16
- HOMO-LUMO gap (eV) = 9.21

Arrangement b

Formula: C3H15N2O3
Source: OMol25
Level of theory: ωB97M-V with the def2-TZVPD basis set

ORCA input file:
```
! RIJCOSX wB97M-V def2-TZVPD def2/J DEFGRID3
* xyz 1 1
C 0.504 -1.803 1.743
C 1.587 -0.921 1.072
N 0.996 -0.181 -0.044
C 1.089 1.128 -0.117
N 0.607 1.752 -1.194
H 0.411 -2.850 1.441
H 0.704 -1.935 2.824
H -0.469 -1.319 1.674
H 2.208 -0.344 1.726
H 2.342 -1.617 0.582
H 0.417 -0.757 -0.635
H 1.645 1.720 0.628
H -0.147 1.211 -1.683
H 0.500 2.751 -1.257
H -2.780 -1.062 0.341
H -1.861 -1.217 -0.917
O -2.271 -0.586 -0.324
H -0.129 -0.782 -3.236
H -1.486 -0.620 -2.844
O -0.612 -0.564 -2.419
H -1.170 1.672 2.364
H -1.230 0.705 1.127
O -0.765 1.469 1.513
*
```

Output
- HOMO (hartree) = -0.5149
- molar mass (g mol⁻¹) = 127.16
- HOMO-LUMO gap (eV) = 11.10

Least stable = arrangement a

Arrangement a

Formula: C3H10OS2
Source: OMol25
Level of theory: ωB97M-V with the def2-TZVPD basis set

ORCA input file:
```
! RIJCOSX wB97M-V def2-TZVPD def2/J DEFGRID3
* xyz 0 1
C 0.779 1.486 1.222
C 0.018 0.612 0.222
S 1.130 -0.313 -0.819
S 1.351 -2.099 0.983
C -0.260 -2.640 0.630
H 1.583 2.072 0.675
H 0.012 2.091 1.659
H 1.312 0.842 1.945
H -0.588 1.280 -0.391
H -0.698 -0.036 0.848
H -0.358 -2.942 -0.482
H -1.142 -2.002 0.843
H -0.619 -3.419 1.306
H -0.464 1.880 -2.249
H -0.880 1.297 -3.568
O -1.175 1.890 -2.825
*
```

Output
- HOMO (hartree) = -0.3344
- structure (SMILES) = CCSSC.O
- molar mass (g mol⁻¹) = 126.25
- HOMO-LUMO gap (eV) = 7.74

Arrangement b

Formula: C3H10OS2
Source: OMol25
Level of theory: ωB97M-V with the def2-TZVPD basis set

ORCA input file:
```
! RIJCOSX wB97M-V def2-TZVPD def2/J DEFGRID3
* xyz 0 1
C 0.129 -0.317 -2.591
C -0.777 -1.020 -1.548
S -1.117 0.088 -0.080
S 0.332 1.438 0.236
C 1.551 0.609 1.274
H 1.206 -0.592 -2.595
H -0.015 0.686 -2.508
H -0.363 -0.673 -3.609
H -1.647 -1.299 -2.073
H -0.266 -1.937 -1.155
H 1.289 0.308 2.205
H 1.975 -0.345 0.825
H 2.430 1.353 1.310
H -0.572 -1.912 1.885
H 0.623 -2.441 2.637
O 0.309 -1.648 2.220
*
```

Output
- HOMO (hartree) = -0.3204
- structure (SMILES) = CCSSC.O
- molar mass (g mol⁻¹) = 126.25
- HOMO-LUMO gap (eV) = 9.30

Least stable = arrangement a

Arrangement a

Formula: C5H8S3
Source: OMol25
Level of theory: ωB97M-V with the def2-TZVPD basis set

ORCA input file:
```
! RIJCOSX wB97M-V def2-TZVPD def2/J DEFGRID3
* xyz 0 1
C 1.407 -0.058 1.419
C -0.006 1.520 -0.571
C -1.181 0.660 0.002
C -1.063 -0.818 -0.139
C 0.147 -1.383 -0.876
H 0.462 -0.243 1.973
H 2.316 -0.076 2.050
H 0.405 1.137 -1.520
H -0.359 2.555 -0.742
H -1.689 1.054 0.893
H -1.407 -1.410 0.703
H -0.048 -2.411 -1.124
H 0.264 -0.740 -1.738
S 1.349 1.623 0.659
S -2.302 -0.046 -1.124
S 1.704 -1.361 0.134
*
```

Output
- HOMO (hartree) = -0.3117
- structure (SMILES) = C1SC[C@@H]2S[C@@H]2CS1
- molar mass (g mol⁻¹) = 164.32
- HOMO-LUMO gap (eV) = 9.22

Arrangement b

Formula: C5H8S3
Source: OMol25
Level of theory: ωB97M-V with the def2-TZVPD basis set

ORCA input file:
```
! RIJCOSX wB97M-V def2-TZVPD def2/J DEFGRID3
* xyz 0 1
C -0.201 -1.722 -1.097
C 0.034 -0.450 -0.285
C 1.217 -0.698 0.677
C -0.597 2.128 -0.602
C -1.445 1.702 0.323
H 0.680 -2.002 -1.669
H -1.041 -1.575 -1.801
H -0.435 -2.547 -0.399
H 0.986 -1.580 1.271
H 2.138 -0.947 0.055
H 0.630 0.646 2.541
H -0.498 3.137 -0.914
H -2.119 2.342 0.905
S 1.738 0.646 1.774
S 0.408 0.947 -1.427
S -1.493 -0.027 0.647
*
```

Output
- HOMO (hartree) = -0.2901
- structure (SMILES) = CC1(CS)SC=CS1
- molar mass (g mol⁻¹) = 164.32
- HOMO-LUMO gap (eV) = 8.57

Least stable = arrangement a